1.
{"formula": "C53H39AsN6O2S2Ti", "method": "wB97M-V/def2-TZVPD", "symbols": ["Ti", "C", "O", "C", "C", "C", "C", "C", "C", "C", "N", "C", "C", "N", "C", "C", "C", "C", "N", "C", "C", "N", "C", "C", "C", "C", "H", "H", "H", "H", "H", "H", "H", "H", "H", "H", "H", "H", "H", "H", "S", "C", "N", "C", "C", "C", "C", "C", "C", "S", "H", "H", "H", "H", "O", "As", "C", "C", "C", "C", "C", "C", "C", "C", "C", "C", "C", "C", "C", "C", "C", "C", "C", "C", "H", "H", "H", "H", "H", "H", "H", "H", "H", "H", "H", "H", "H", "H", "H", "C", "C", "C", "C", "C", "C", "C", "C", "N", "H", "H", "H", "H", "H", "H"], "xyz": [[0.44242, 0.07876, 1.88708], [3.92514, -2.31214, -10.94207], [4.51464, -2.74203, -9.73782], [3.93094, -2.42386, -8.55090], [4.59668, -2.88123, -7.40749], [4.10274, -2.60881, -6.15578], [2.93579, -1.85548, -6.00051], [2.26577, -1.41559, -7.13737], [2.75415, -1.69627, -8.40145], [2.50560, -1.52357, -4.65916], [2.75525, -2.25242, -3.59876], [2.27640, -1.55347, -2.53649], [1.72383, -0.33873, -2.97291], [1.86874, -0.35177, -4.33496], [1.20044, 0.63558, -2.09929], [0.67096, 1.88457, -2.46064], [0.20889, 2.72003, -1.44984], [0.22286, 2.30131, -0.13264], [0.70967, 1.10334, 0.25225], [1.23271, 0.28848, -0.72099], [1.77158, -0.94032, -0.26664], [1.72620, -1.14700, 1.09035], [2.32676, -2.25677, 1.55757], [2.90542, -3.21522, 0.74419], [2.88012, -3.06254, -0.63661], [2.32377, -1.89312, -1.15934], [4.60002, -2.65161, -11.72724], [3.83636, -1.22151, -10.98371], [2.93921, -2.76338, -11.09633], [5.51295, -3.43599, -7.53130], [4.60935, -2.95020, -5.26705], [1.33670, -0.86824, -7.04789], [2.21013, -1.33667, -9.26131], [1.60073, 0.37777, -4.97299], [0.62673, 2.19029, -3.49424], [-0.15437, 3.70830, -1.68178], [-0.13421, 2.95360, 0.65955], [2.33283, -2.37942, 2.63946], [3.36300, -4.08430, 1.19000], [3.27230, -3.80684, -1.31007], [-0.71258, -3.04578, 1.27198], [-0.60664, -2.52193, 2.83855], [-0.44863, -1.25887, 3.21645], [-0.58954, -1.08789, 4.57134], [-0.65040, 0.13048, 5.24713], [-0.83472, 0.12831, 6.61574], [-0.97063, -1.06040, 7.32404], [-0.95228, -2.27835, 6.66810], [-0.77711, -2.28107, 5.29825], [-0.82203, -3.64592, 4.21352], [-0.58712, 1.05743, 4.68772], [-0.88073, 1.06999, 7.14287], [-1.10162, -1.03565, 8.39467], [-1.08660, -3.20585, 7.20255], [-1.01114, 1.23596, 2.26916], [-2.50734, 0.69443, 1.81008], [-2.84469, -0.61838, 0.41693], [-4.11604, -1.18443, 0.39366], [-4.46154, -2.06260, -0.61978], [-3.53643, -2.37953, -1.60315], [-2.28156, -1.79600, -1.59524], [-1.93632, -0.90922, -0.58768], [-3.41245, 2.30012, 1.20430], [-4.40346, 2.29405, 0.22608], [-5.00871, 3.48257, -0.14206], [-4.63565, 4.67435, 0.46312], [-3.63185, 4.68712, 1.42055], [-3.01952, 3.50470, 1.78770], [-3.43935, 0.12226, 3.41218], [-3.60778, -1.22048, 3.72750], [-4.14560, -1.57326, 4.95128], [-4.52584, -0.59238, 5.85441], [-4.38206, 0.74861, 5.52996], [-3.83379, 1.10925, 4.31256], [-4.83095, -0.93044, 1.17402], [-5.45416, -2.49188, -0.64339], [-3.80025, -3.07599, -2.38398], [-1.56189, -2.03621, -2.36500], [-0.94988, -0.45700, -0.58581], [-4.69018, 1.35796, -0.24294], [-5.77506, 3.48122, -0.90350], [-5.12123, 5.59493, 0.17921], [-3.32947, 5.61971, 1.87404], [-2.21197, 3.49431, 2.51653], [-3.30261, -1.98033, 3.01577], [-4.25996, -2.61628, 5.20190], [-4.93903, -0.87647, 6.81036], [-4.69665, 1.51267, 6.22631], [-3.70680, 2.15744, 4.04372], [1.91587, 0.91191, 3.17933], [2.51157, 1.90491, 2.30592], [2.05298, 3.23636, 2.29524], [2.59508, 4.17326, 1.44799], [3.63066, 3.81990, 0.57542], [4.10855, 2.50430, 0.57886], [3.56044, 1.57233, 1.42479], [4.19925, 4.78548, -0.27171], [4.66544, 5.58981, -0.94749], [1.46054, 1.36719, 4.06028], [2.61455, 0.11753, 3.46527], [1.26405, 3.53065, 2.97956], [2.23252, 5.19115, 1.45166], [4.91452, 2.23167, -0.08697], [3.93659, 0.55474, 1.41530]], "atomic_forces_ev_per_a": [[0.5, 0.0, 2.9], [-0.1, 0.1, -0.2], [0.1, -0.1, 0.4], [0.0, 0.0, 0.1], [0.0, 0.0, -0.3], [-0.2, 0.1, 0.0], [0.0, 0.0, -0.6], [0.2, -0.1, 0.4], [0.1, 0.0, -0.5], [-0.2, 0.2, 0.5], [0.2, -0.4, -0.2], [-0.5, 1.3, -0.7], [0.5, -1.3, 0.3], [0.0, -0.2, 0.0], [-0.5, 0.9, 0.5], [0.4, -0.9, -0.1], [-0.2, 0.1, 0.8], [0.0, 0.7, -0.6], [-0.2, 0.7, -1.8], [0.4, -0.2, -0.9], [0.2, 0.1, -0.3], [2.1, -2.0, -1.5], [0.1, 0.1, 0.0], [0.1, 0.1, 0.1], [-0.4, 0.7, -0.1], [0.1, -0.5, 0.6], [-0.1, 0.1, 0.0], [0.0, -0.1, 0.0], [0.0, 0.0, 0.1], [0.1, -0.1, 0.0], [0.1, -0.1, 0.0], [0.0, 0.1, 0.0], [0.0, 0.0, -0.1], [0.1, 0.0, 0.0], [0.0, 0.0, -0.1], [-0.1, 0.1, 0.0], [0.0, -0.2, -0.1], [-0.1, 0.0, -0.2], [0.0, -0.1, 0.1], [0.1, -0.1, 0.0], [0.0, -0.5, -0.2], [-0.4, -0.9, 0.2], [-0.2, -0.4, 0.2], [-0.2, -0.2, 1.2], [0.0, 0.0, -0.2], [0.0, 0.0, 0.1], [0.0, 0.0, 0.1], [0.0, 0.1, 0.0], [0.1, 0.1, -0.2], [0.1, 0.7, -0.4], [0.0, -0.1, 0.1], [0.0, 0.1, 0.1], [0.0, 0.0, 0.1], [0.0, -0.1, 0.1], [-0.9, 1.2, 0.1], [-2.8, 0.0, 0.0], [0.1, 0.3, 0.1], [-0.1, 0.2, 0.4], [-0.1, 0.0, 0.0], [0.0, 0.0, 0.0], [0.0, 0.1, 0.0], [0.2, 0.3, 0.0], [0.2, 0.1, 0.0], [0.2, -0.4, 0.2], [-0.1, 0.1, 0.0], [0.0, -0.1, 0.0], [-0.1, 0.1, 0.0], [0.3, -0.4, 0.1], [0.0, 0.1, -0.2], [0.1, 0.1, -0.4], [-0.1, 0.0, 0.1], [0.0, 0.0, -0.1], [0.0, 0.0, 0.1], [0.1, 0.2, -0.4], [0.0, -0.1, -0.1], [0.0, 0.0, 0.0], [0.0, -0.1, -0.1], [0.1, 0.0, 0.0], [-0.2, -0.1, -0.1], [0.0, 0.1, 0.0], [0.0, 0.0, 0.0], [0.0, 0.1, 0.0], [0.0, 0.0, 0.0], [-0.1, 0.1, -0.1], [0.0, -0.1, 0.1], [0.0, -0.1, 0.0], [0.0, 0.0, 0.1], [0.0, 0.0, 0.0], [-0.1, -0.2, 0.2], [0.1, -0.2, 0.4], [0.6, 0.4, 0.0], [0.1, -0.2, 0.1], [0.2, 0.0, -0.2], [-0.5, -0.7, 0.6], [-0.1, 0.2, -0.1], [-0.1, 0.0, 0.2], [0.3, 0.6, -0.4], [0.1, 0.2, -0.2], [0.0, -0.1, 0.0], [-0.1, 0.1, 0.1], [0.0, -0.1, 0.0], [0.0, 0.1, 0.0], [0.1, 0.0, -0.1], [0.0, 0.0, 0.0]], "relative_energy_kj_mol": 72.22, "charge": 0, "lumo_ev": [-0.05, -0.21], "spin_multiplicity": 3, "fmax_ev_per_a": 3.2, "e_tot_ha": -6403.79174, "s2": 2.0247}


2.
{"formula": "C53H40ClMnO8PS2", "method": "wB97M-V/def2-TZVPD", "symbols": ["Mn", "O", "Cl", "O", "O", "O", "O", "C", "O", "C", "C", "C", "C", "C", "C", "P", "C", "C", "C", "C", "C", "C", "C", "C", "C", "C", "C", "C", "H", "H", "H", "H", "H", "H", "H", "H", "H", "H", "H", "H", "H", "H", "C", "C", "C", "C", "C", "C", "C", "S", "O", "C", "C", "C", "C", "C", "C", "C", "C", "C", "C", "C", "C", "C", "C", "C", "C", "C", "C", "C", "C", "S", "O", "C", "C", "C", "C", "C", "C", "C", "H", "H", "H", "H", "H", "H", "H", "H", "H", "H", "H", "H", "H", "H", "H", "H", "H", "H", "H", "H", "H", "H", "H", "H", "H", "H"], "xyz": [[0.72666, 1.57236, 0.48932], [2.25137, 2.76700, -0.05941], [1.95275, 2.73740, -1.54538], [2.89377, 1.95205, -2.22470], [0.61159, 2.02050, -1.46558], [1.78567, 4.03293, -2.05090], [-0.11724, -0.03240, 3.49684], [0.04549, 1.09450, 3.13048], [1.01587, 1.42399, 2.23528], [-0.72481, 2.26866, 3.63641], [-1.12838, 2.26122, 4.96448], [-1.79337, 3.35769, 5.49406], [-2.07086, 4.45963, 4.69800], [-1.69113, 4.46903, 3.36408], [-1.01929, 3.37108, 2.82971], [-0.69027, 3.41789, 1.06546], [0.05268, 4.98854, 0.67518], [-0.60360, 5.94375, -0.10623], [-0.01428, 7.18238, -0.30309], [1.21577, 7.46709, 0.27148], [1.86112, 6.52447, 1.06414], [1.28368, 5.28690, 1.27034], [-2.20401, 3.13989, 0.16220], [-3.33655, 2.68965, 0.84332], [-4.49999, 2.42617, 0.13839], [-4.53226, 2.59585, -1.23852], [-3.39775, 3.01857, -1.92336], [-2.22826, 3.27833, -1.23067], [-0.90078, 1.39812, 5.57515], [-2.08926, 3.35525, 6.53424], [-2.58610, 5.31508, 5.11301], [-1.92388, 5.32647, 2.74451], [-1.57330, 5.74073, -0.53622], [-0.52171, 7.92752, -0.90001], [1.67105, 8.43531, 0.11165], [2.81312, 6.75762, 1.52042], [1.78521, 4.55826, 1.89534], [-3.31647, 2.56010, 1.91773], [-5.38444, 2.09788, 0.66748], [-5.44698, 2.40227, -1.78361], [-3.42748, 3.14988, -2.99673], [-1.34324, 3.58624, -1.77151], [-6.02144, -3.02983, 2.54337], [-4.73553, -2.49883, 1.98279], [-4.72620, -1.73052, 0.81468], [-3.54757, -1.24613, 0.28293], [-2.35400, -1.53355, 0.94017], [-2.33371, -2.28707, 2.11191], [-3.52682, -2.76787, 2.62108], [-0.77644, -1.01803, 0.40072], [-0.84828, 0.56980, 0.53118], [-0.78898, -1.22539, -1.35213], [-1.51208, -0.34316, -2.18922], [-1.49690, -0.56213, -3.53116], [-0.77465, -1.64919, -4.09265], [-0.75649, -1.87749, -5.48824], [-0.03232, -2.90987, -6.01113], [0.71110, -3.76270, -5.16645], [0.71503, -3.56754, -3.81524], [-0.03416, -2.50714, -3.24637], [-0.03789, -2.26302, -1.84279], [0.81070, -3.06996, -0.91852], [0.35350, -4.32298, -0.42383], [-0.88003, -4.88812, -0.84170], [-1.29139, -6.08724, -0.33854], [-0.49665, -6.77879, 0.60439], [0.69002, -6.25522, 1.02652], [1.14480, -5.01045, 0.52692], [2.36703, -4.43878, 0.96485], [2.79632, -3.23818, 0.48737], [2.00408, -2.55757, -0.46481], [2.42613, -0.94004, -1.05105], [1.93369, -0.01140, 0.09265], [4.17095, -0.87944, -0.87262], [4.74891, -0.41133, 0.29942], [6.12948, -0.37934, 0.38671], [6.93205, -0.81324, -0.67031], [8.42746, -0.74839, -0.56069], [6.31837, -1.27230, -1.83342], [4.93829, -1.29908, -1.95004], [-6.87487, -2.73810, 1.93517], [-6.17906, -2.66036, 3.55745], [-5.99655, -4.11884, 2.59749], [-5.66190, -1.52232, 0.31111], [-3.56232, -0.66760, -0.62982], [-1.39602, -2.48551, 2.61607], [-3.51941, -3.35958, 3.52759], [-2.03791, 0.50176, -1.76718], [-2.03486, 0.10187, -4.19683], [-1.32647, -1.22159, -6.13395], [-0.02588, -3.07945, -7.07929], [1.27779, -4.57719, -5.59687], [1.27975, -4.22693, -3.16877], [-1.48816, -4.36310, -1.56788], [-2.22852, -6.51813, -0.66436], [-0.83538, -7.73142, 0.98879], [1.30026, -6.78398, 1.74748], [2.96113, -4.97590, 1.69339], [3.73296, -2.81375, 0.82037], [4.12789, -0.06550, 1.11483], [6.59567, -0.01073, 1.29199], [8.75983, -1.03835, 0.43534], [8.77553, 0.27066, -0.73988], [8.90971, -1.39818, -1.28820], [6.92957, -1.59855, -2.66511], [4.47080, -1.63355, -2.86843]], "atomic_forces_ev_per_a": [[0.4, -0.8, -0.5], [0.0, 0.1, -0.2], [-0.3, -0.1, 0.6], [0.0, 0.0, 0.0], [0.3, 0.1, -0.2], [0.0, 0.0, 0.0], [0.0, 0.0, 0.1], [0.2, 0.0, -0.2], [0.0, 0.2, 0.3], [0.0, 0.0, 0.0], [0.0, 0.0, 0.0], [0.0, 0.0, 0.0], [0.0, 0.0, 0.0], [0.0, 0.0, 0.0], [0.0, -0.1, 0.0], [-0.2, 0.4, 0.0], [0.0, 0.1, 0.0], [0.1, 0.0, 0.0], [0.0, 0.0, 0.0], [0.0, 0.0, 0.0], [0.0, 0.0, 0.0], [0.0, 0.0, 0.0], [0.0, -0.1, 0.0], [0.0, 0.0, 0.0], [0.0, 0.0, 0.0], [0.0, 0.0, 0.0], [0.0, 0.0, 0.0], [0.0, 0.1, 0.0], [0.0, 0.0, 0.0], [0.0, 0.0, 0.0], [0.0, 0.0, 0.0], [0.0, 0.0, 0.0], [0.0, 0.0, 0.0], [0.0, 0.0, 0.0], [0.0, 0.0, 0.0], [0.0, 0.0, 0.0], [0.0, 0.0, 0.0], [0.0, 0.0, 0.0], [0.0, 0.0, 0.0], [0.0, 0.0, 0.0], [0.0, 0.0, 0.0], [0.0, 0.0, 0.0], [0.0, 0.0, 0.0], [0.0, 0.0, 0.0], [0.0, 0.0, 0.0], [0.0, 0.0, 0.0], [-0.1, 0.0, 0.1], [0.0, 0.0, 0.0], [0.0, 0.0, 0.0], [0.1, 0.2, 0.1], [-0.1, 0.1, -0.1], [-0.1, 0.0, 0.0], [0.0, -0.1, 0.0], [0.0, 0.0, 0.0], [0.0, 0.0, 0.0], [0.0, 0.0, 0.0], [0.0, 0.0, 0.0], [0.0, 0.0, 0.0], [0.0, 0.1, 0.0], [0.1, -0.1, 0.1], [0.1, 0.0, -0.1], [-0.1, 0.0, 0.1], [-0.1, 0.0, 0.0], [0.0, 0.0, 0.0], [0.0, 0.0, 0.0], [0.0, 0.0, 0.0], [0.0, 0.0, 0.0], [0.0, 0.0, 0.0], [0.0, 0.0, 0.0], [0.0, 0.0, -0.1], [0.1, -0.2, 0.1], [-0.1, 0.5, 0.1], [-0.2, -0.2, -0.2], [0.2, -0.1, 0.0], [0.1, 0.0, 0.0], [0.0, 0.0, 0.0], [0.0, 0.0, 0.0], [0.0, 0.0, 0.0], [0.0, 0.0, 0.0], [0.0, 0.0, 0.1], [0.0, 0.0, 0.0], [0.0, 0.0, 0.0], [0.0, 0.0, 0.0], [0.0, 0.0, 0.0], [0.0, 0.0, 0.0], [0.0, 0.0, 0.0], [0.0, 0.0, 0.0], [0.0, 0.0, 0.0], [0.0, 0.0, 0.0], [0.0, 0.0, 0.0], [0.0, 0.0, 0.0], [0.0, 0.0, 0.0], [0.0, 0.0, 0.0], [0.0, 0.0, 0.0], [0.0, 0.0, 0.0], [0.0, 0.0, 0.0], [0.0, 0.0, 0.0], [0.0, 0.0, 0.0], [0.0, 0.0, 0.0], [0.0, 0.0, 0.0], [0.0, 0.0, 0.0], [0.0, 0.0, 0.0], [0.0, 0.0, 0.0], [0.0, 0.0, 0.0], [0.0, 0.0, 0.0], [0.0, 0.0, 0.0]], "relative_energy_kj_mol": 0.00, "charge": 2, "lumo_ev": [-7.61, -5.91], "spin_multiplicity": 4, "fmax_ev_per_a": 1.0, "e_tot_ha": -5393.80817, "s2": 4.0895}